{"formula": "C5H12O2", "method": "ωB97M-V/def2-TZVPD", "gap_ev": [8.014, 7.835], "total_charge": 1, "e_above_lowest_ev": 1.972, "lumo_ha": [-0.2356, -0.2357], "e_homo_ev": [-14.427, -14.248], "spin_multiplicity": 2, "energy_ev": -9463.068, "symbols": ["C", "C", "C", "C", "C", "H", "H", "H", "H", "H", "H", "H", "H", "H", "H", "O", "H", "H", "O"], "positions_angstrom": [[-3.385, -0.642, -0.487], [-2.087, 0.031, -0.393], [-1.656, 0.731, 0.697], [-0.358, 0.801, 1.121], [0.791, 0.392, 0.330], [-3.683, -0.780, -1.536], [-3.397, -1.641, -0.035], [-4.201, -0.091, -0.013], [-1.444, -0.235, -1.221], [-2.432, 1.155, 1.324], [-0.249, 1.299, 2.085], [1.520, -0.216, 0.864], [0.566, -0.121, -0.597], [4.698, 0.120, 0.725], [1.362, 1.298, 0.092], [3.959, 0.570, 0.300], [3.631, -0.042, -0.424], [3.485, -1.581, -1.690], [2.881, -1.048, -1.140]], "forces_ev_per_a": [[-1.322, 0.926, -0.840], [-0.005, -1.628, -0.180], [-1.123, 0.508, 0.374], [0.181, 0.720, -0.606], [0.428, -0.161, 0.001], [0.224, -0.096, 0.219], [0.497, 0.044, 0.088], [0.164, 0.020, 0.273], [0.549, 0.123, 0.124], [0.017, -0.267, 0.289], [0.464, -0.314, -0.070], [-0.032, 0.041, 0.318], [-0.201, 0.042, -0.013], [0.037, 0.124, 0.014], [0.057, 0.136, 0.124], [-0.027, -0.387, -0.058], [0.460, 1.010, 0.543], [0.080, -0.048, 0.053], [-0.447, -0.793, -0.653]], "mulliken_charge": [-1.151, 0.134, -0.212, 0.135, -1.027, 0.353, 0.326, 0.364, 0.330, 0.344, 0.395, 0.396, 0.280, 0.313, 0.330, -0.625, 0.412, 0.330, -0.425]}